[1]
88
Properties=species:S:1:pos:R:3:forces:R:3 method="wB97M-V/def2-TZVPD" mol_weight_g_mol=662.8 energy_ev=-58322.8695 total_charge=0 smiles="NC(=O)[C@H]1C[C@@]2(CC(c3cccc(NC(=O)CC(c4ccccc4)c4ccccc4)c3)=NO2)CN1C(=O)C(c1ccccc1)c1ccccc1" multiplicity=1 orbital_gap_ev=8.94 e_homo_ev=-8.365 lumo_energy_ev=0.57
N -1.490 -1.808 2.398 0.053 -0.618 -0.023
C -1.303 -0.490 2.517 -0.514 0.056 -0.021
O -0.246 0.026 2.814 0.394 0.207 0.191
C -2.591 0.332 2.277 0.143 0.048 0.482
C -2.314 1.828 2.327 0.098 0.003 -0.141
C -1.987 2.180 0.870 0.108 -0.344 0.133
C -0.504 2.045 0.498 -0.088 0.233 0.017
C -0.184 3.467 0.108 -0.865 -0.593 0.281
C 1.129 3.919 -0.304 0.650 0.403 -0.205
C 1.382 5.276 -0.514 -0.022 -0.099 0.006
C 2.649 5.692 -0.871 -0.060 0.020 0.047
C 3.672 4.773 -1.037 -0.001 -0.258 -0.004
C 3.421 3.417 -0.853 -0.206 0.316 -0.060
N 4.465 2.493 -1.001 0.281 0.288 0.081
C 4.333 1.184 -1.375 0.488 0.156 -0.134
O 3.292 0.695 -1.746 -0.166 -0.169 -0.089
C 5.633 0.399 -1.274 -0.329 -0.309 -0.062
C 5.329 -1.064 -0.906 0.067 0.180 -0.032
C 6.627 -1.797 -0.654 0.009 -0.068 -0.119
C 7.212 -2.555 -1.660 -0.042 0.043 0.017
C 8.415 -3.203 -1.446 0.101 -0.062 -0.043
C 9.049 -3.102 -0.220 0.090 -0.067 -0.019
C 8.473 -2.350 0.790 0.050 0.039 0.068
C 7.271 -1.701 0.574 0.028 0.006 -0.015
C 4.390 -1.195 0.272 -0.136 -0.105 -0.019
C 3.624 -2.350 0.377 0.031 0.058 -0.015
C 2.737 -2.524 1.423 -0.012 -0.080 0.010
C 2.598 -1.540 2.386 -0.036 -0.021 0.086
C 3.361 -0.390 2.297 -0.030 0.049 0.115
C 4.256 -0.222 1.253 0.039 -0.058 -0.038
C 2.155 2.993 -0.472 -0.227 0.104 0.059
N -1.199 4.236 0.182 0.795 0.530 -0.289
O -2.304 3.562 0.601 -0.560 -0.392 0.142
C -2.933 1.262 0.081 -0.088 0.549 -0.483
N -3.156 0.122 0.945 0.137 -0.019 0.223
C -3.952 -0.931 0.682 0.263 0.112 -0.209
O -4.081 -1.847 1.484 -0.323 -0.121 0.120
C -4.661 -0.902 -0.667 -0.181 -0.300 0.049
C -5.733 0.165 -0.686 -0.031 0.182 -0.020
C -6.383 0.560 0.477 0.088 -0.014 -0.077
C -7.385 1.514 0.430 -0.077 0.045 0.051
C -7.752 2.079 -0.778 -0.074 0.053 0.021
C -7.113 1.686 -1.942 -0.013 0.018 -0.078
C -6.110 0.736 -1.896 0.030 -0.020 0.064
C -5.266 -2.255 -0.971 0.149 -0.069 -0.126
C -6.351 -2.727 -0.246 -0.018 -0.051 -0.046
C -6.888 -3.971 -0.521 -0.065 0.057 0.079
C -6.350 -4.755 -1.528 0.037 -0.094 -0.083
C -5.269 -4.290 -2.255 -0.019 -0.150 -0.071
C -4.729 -3.047 -1.975 0.001 0.121 0.066
H -0.709 -2.429 2.532 0.010 0.101 -0.004
H -2.413 -2.175 2.184 0.088 0.060 0.015
H -3.322 0.006 3.027 0.085 0.048 -0.098
H -1.490 2.058 3.000 -0.051 0.018 -0.012
H -3.199 2.387 2.631 -0.054 -0.048 -0.027
H 0.102 1.705 1.338 -0.002 -0.015 -0.079
H -0.341 1.362 -0.338 0.043 -0.046 -0.007
H 0.576 5.980 -0.383 -0.061 0.120 0.007
H 2.849 6.743 -1.022 0.011 0.085 -0.007
H 4.663 5.104 -1.312 0.095 0.023 -0.061
H 5.398 2.869 -0.915 -0.111 -0.198 0.060
H 6.135 0.421 -2.245 0.033 0.031 0.038
H 6.303 0.849 -0.540 0.016 0.023 -0.017
H 4.831 -1.518 -1.768 0.061 0.047 0.101
H 6.720 -2.639 -2.619 -0.077 -0.006 -0.092
H 8.857 -3.791 -2.237 0.032 -0.050 -0.058
H 9.988 -3.609 -0.050 0.068 -0.046 0.014
H 8.961 -2.269 1.750 0.034 0.003 0.076
H 6.821 -1.123 1.368 -0.049 0.028 0.093
H 3.722 -3.118 -0.378 0.011 -0.070 -0.098
H 2.150 -3.430 1.480 -0.043 -0.067 0.008
H 1.894 -1.652 3.196 -0.067 0.007 0.049
H 3.253 0.384 3.041 -0.014 0.074 0.069
H 4.839 0.687 1.214 0.063 0.116 -0.040
H 1.980 1.943 -0.312 -0.043 -0.090 0.023
H -2.498 0.958 -0.875 -0.028 0.081 0.041
H -3.868 1.801 -0.116 0.133 -0.031 0.008
H -3.919 -0.675 -1.439 -0.061 0.010 0.071
H -6.103 0.124 1.425 0.028 -0.050 0.132
H -7.880 1.815 1.342 -0.039 0.026 0.072
H -8.534 2.823 -0.814 -0.058 0.065 -0.002
H -7.395 2.122 -2.889 -0.019 0.041 -0.075
H -5.614 0.430 -2.806 0.064 -0.042 -0.100
H -6.776 -2.121 0.539 -0.050 0.044 0.080
H -7.730 -4.330 0.052 -0.066 -0.025 0.049
H -6.771 -5.726 -1.743 -0.034 -0.071 -0.018
H -4.842 -4.897 -3.040 0.025 -0.045 -0.060
H -3.880 -2.693 -2.545 0.078 0.056 -0.039


[2]
111
Properties=species:S:1:pos:R:3:forces:R:3 method="wB97M-V/def2-TZVPD" mol_weight_g_mol=1084.7 energy_ev=-141776.8962 total_charge=+1 multiplicity=2 orbital_gap_ev="6.75 / 5.88" e_homo_ev="-10.413 / -10.483" lumo_energy_ev="-3.66 / -4.60" de_lowest_kj_mol=0.00
Ti 1.357 0.412 -0.077 1.469 0.289 0.863
C 1.995 -2.681 1.324 0.019 -0.056 -0.021
N 2.553 -1.319 1.296 -0.223 0.140 -0.065
C 2.573 -0.778 2.676 -0.038 0.079 0.021
C 1.476 0.237 2.756 -0.173 -0.059 -0.002
N 1.640 1.212 1.652 0.035 -0.028 0.136
C 1.889 2.540 2.065 0.093 0.067 0.006
C 1.121 3.633 1.652 -0.138 -0.251 0.028
F 0.109 3.459 0.800 -0.032 0.013 0.020
C 1.337 4.920 2.110 -0.012 0.011 0.014
F 0.567 5.910 1.668 -0.009 0.021 -0.005
C 2.338 5.174 3.027 -0.004 0.040 -0.030
F 2.546 6.401 3.477 0.002 0.032 0.000
C 3.127 4.125 3.459 0.108 0.000 0.075
F 4.112 4.344 4.323 -0.016 0.000 -0.018
C 2.904 2.851 2.977 0.082 -0.122 -0.188
F 3.734 1.885 3.391 -0.016 -0.035 0.083
C 3.924 -1.279 0.772 0.063 0.122 -0.039
C 4.252 0.128 0.314 -0.054 -0.195 -0.121
N 3.273 0.571 -0.704 -0.453 0.368 0.131
C 3.870 1.220 -1.797 0.153 -0.051 -0.238
C 4.984 2.068 -1.672 -0.109 0.009 0.170
F 5.422 2.429 -0.456 0.000 -0.131 0.064
C 5.616 2.666 -2.745 0.117 0.036 0.022
F 6.664 3.455 -2.531 -0.017 0.025 -0.003
C 5.135 2.489 -4.027 -0.066 0.011 -0.030
F 5.721 3.074 -5.061 0.026 0.006 -0.027
C 4.010 1.708 -4.198 -0.019 0.023 -0.007
F 3.498 1.525 -5.412 0.012 0.002 -0.028
C 3.412 1.096 -3.113 -0.115 -0.233 0.119
F 2.338 0.343 -3.383 0.097 0.141 -0.046
H 2.700 -3.382 1.784 0.030 0.015 -0.010
H 1.745 -3.017 0.322 0.002 0.013 -0.032
H 1.085 -2.679 1.920 -0.003 0.026 -0.006
H 3.530 -0.309 2.876 0.067 -0.017 -0.014
H 2.428 -1.568 3.415 -0.001 -0.072 -0.059
H 1.460 0.725 3.730 -0.097 0.085 -0.005
H 0.524 -0.287 2.630 -0.037 0.048 0.103
H 4.013 -1.963 -0.057 0.000 -0.042 0.002
H 4.643 -1.592 1.536 -0.048 -0.054 0.056
H 5.255 0.095 -0.106 0.075 0.102 -0.052
H 4.270 0.810 1.166 0.016 0.050 0.009
C 2.491 3.816 -1.113 -0.040 0.025 -0.035
C 1.430 3.069 -1.846 -0.046 0.007 -0.043
C 0.825 3.473 -3.029 0.013 0.012 -0.053
C -0.144 2.524 -3.287 0.102 0.045 -0.057
N -0.143 1.621 -2.308 -0.014 0.075 -0.042
N 0.858 1.925 -1.420 -0.070 0.050 -0.332
B -1.038 0.358 -2.084 0.042 -0.067 0.099
N -0.117 -0.861 -2.345 -0.222 -0.229 -0.060
C -0.153 -1.602 -3.456 0.088 -0.041 -0.023
C 0.959 -2.407 -3.476 -0.021 -0.044 0.047
C 1.678 -2.075 -2.332 0.026 -0.079 -0.045
C 3.045 -2.616 -2.083 -0.060 0.012 -0.029
N 1.016 -1.138 -1.622 -0.508 0.105 -0.041
N -1.560 0.420 -0.643 -0.063 -0.007 0.039
C -2.847 0.577 -0.319 -0.083 -0.082 0.127
C -2.914 0.954 0.998 0.008 -0.020 0.010
C -1.595 1.016 1.445 -0.083 0.159 0.044
C -1.273 1.435 2.841 -0.013 -0.100 -0.022
N -0.763 0.674 0.440 -0.086 -0.297 -0.576
N -2.251 0.301 -2.994 0.144 -0.042 -0.122
C -3.046 1.285 -3.493 0.060 0.040 0.065
C -4.221 0.716 -3.899 -0.115 -0.074 -0.041
C -4.084 -0.657 -3.589 0.002 0.036 0.087
C -5.077 -1.759 -3.785 0.097 0.022 -0.014
N -2.909 -0.894 -3.033 -0.045 0.051 -0.048
H 3.278 4.116 -1.805 -0.019 -0.002 0.019
H 2.062 4.731 -0.698 -0.004 -0.028 0.017
H 2.927 3.238 -0.302 0.030 0.014 -0.023
H 1.062 4.344 -3.617 -0.011 -0.026 0.031
H -0.808 2.441 -4.130 0.002 -0.038 0.045
H -0.956 -1.514 -4.165 -0.026 0.039 0.080
H 1.240 -3.122 -4.231 0.023 0.033 0.013
H 3.337 -3.197 -2.954 0.000 -0.005 -0.007
H 3.762 -1.804 -1.971 0.014 0.005 0.011
H 3.101 -3.279 -1.222 0.027 0.015 0.014
H -3.644 0.407 -1.024 0.098 0.044 -0.069
H -3.798 1.181 1.570 0.035 -0.019 -0.005
H -1.313 0.579 3.517 0.053 0.059 -0.033
H -0.316 1.926 2.948 0.007 0.069 -0.018
H -2.044 2.134 3.163 0.000 0.023 -0.011
H -2.746 2.319 -3.505 -0.037 -0.023 0.044
H -5.063 1.205 -4.358 0.041 0.000 0.016
H -6.009 -1.367 -4.187 0.001 -0.027 0.008
H -4.692 -2.512 -4.474 -0.026 0.022 -0.013
H -5.282 -2.255 -2.836 -0.032 0.006 -0.019
N -7.746 -2.725 2.412 0.099 0.010 0.042
C -6.476 -2.633 2.900 -0.019 -0.048 -0.029
C -5.866 -1.380 3.075 -0.015 0.043 -0.044
C -4.551 -1.294 3.469 0.027 -0.008 0.082
C -3.824 -2.457 3.716 0.141 0.058 -0.137
C -4.430 -3.705 3.608 -0.006 -0.012 0.045
C -5.749 -3.792 3.218 -0.020 0.002 -0.016
S -2.104 -2.332 3.961 0.068 -0.310 -0.041
O -1.796 -1.182 4.753 0.039 0.087 0.042
O -1.570 -3.618 4.330 -0.079 0.004 -0.028
N -1.563 -1.941 2.425 -0.103 0.212 -0.133
C -1.422 -2.822 1.498 0.059 -0.641 0.410
S -1.549 -4.630 1.736 -0.055 0.325 -0.076
C -1.290 -4.816 0.084 -0.003 -0.168 -0.033
C -1.076 -3.590 -0.548 -0.041 0.253 -0.094
N -1.112 -2.512 0.212 -0.174 0.041 0.125
H -8.281 -1.900 2.220 -0.039 0.005 0.055
H -8.218 -3.609 2.382 -0.028 -0.003 0.012
H -6.441 -0.480 2.885 0.030 -0.007 0.003
H -4.069 -0.335 3.608 -0.049 -0.005 -0.054
H -3.868 -4.597 3.852 0.006 0.014 -0.054
H -6.229 -4.760 3.140 0.015 0.011 -0.003
H -1.284 -5.785 -0.392 0.004 0.031 0.025
H -0.904 -3.478 -1.611 0.073 -0.042 -0.008